# 1
# C42H100N2O13S2

A cluster of 9 separate species, C42H100N2O13S2 in total (ωB97M-V/def2-TZVPD, OMol25).

Atoms and positions in Å:
1 C 7.729 0.133 3.822
2 C 6.772 0.049 2.630
3 C 5.973 1.347 2.477
4 C 4.689 1.270 1.609
5 C 4.545 0.038 0.710
6 C 3.366 0.178 -0.276
7 C 2.431 -1.034 -0.292
8 C 1.624 -1.195 -1.600
9 C 0.207 -1.760 -1.388
10 C -0.887 -0.769 -1.783
11 C -0.892 0.503 -0.900
12 C -2.254 0.808 -0.251
13 C -2.363 0.191 1.159
14 C -3.627 -0.663 1.419
15 C -3.297 -1.972 2.175
16 C -2.398 -1.909 3.417
17 C -1.680 -3.242 3.673
18 C -0.490 -3.060 4.600
19 O 0.320 -4.250 4.662
20 C 1.437 -4.332 3.918
21 C 1.564 -3.549 2.636
22 O 2.323 -5.061 4.281
23 C -4.834 0.143 1.957
24 C -5.446 1.028 0.852
25 C -6.968 1.147 0.975
26 C -7.682 -0.179 0.640
27 C -8.616 -0.643 1.746
28 N -9.124 -1.999 1.466
29 C -4.550 0.856 3.321
30 N -5.055 0.105 4.457
31 S -5.222 2.564 3.473
32 O -3.129 0.933 3.570
33 S -2.166 1.449 2.416
34 O -0.850 1.351 2.968
35 O -2.633 2.716 1.942
36 H 8.359 -0.758 3.869
37 H 8.380 1.006 3.747
38 H 7.158 0.193 4.749
39 H 7.347 -0.139 1.724
40 H 6.103 -0.797 2.799
41 H 6.636 2.099 2.040
42 H 5.701 1.718 3.468
43 H 4.652 2.149 0.959
44 H 3.812 1.319 2.258
45 H 4.365 -0.845 1.331
46 H 5.476 -0.150 0.171
47 H 3.723 0.375 -1.290
48 H 2.778 1.051 0.022
49 H 3.002 -1.946 -0.097
50 H 1.717 -0.952 0.535
51 H 1.598 -0.240 -2.123
52 H 2.184 -1.871 -2.250
53 H 0.098 -2.062 -0.339
54 H 0.068 -2.672 -1.975
55 H -0.744 -0.490 -2.825
56 H -1.854 -1.274 -1.688
57 H -0.594 1.354 -1.509
58 H -0.135 0.392 -0.118
59 H -2.381 1.889 -0.209
60 H -3.058 0.438 -0.888
61 H -1.497 -0.453 1.304
62 H -3.949 -0.980 0.426
63 H -4.236 -2.483 2.410
64 H -2.793 -2.616 1.446
65 H -1.636 -1.135 3.327
66 H -2.984 -1.655 4.303
67 H -2.364 -3.980 4.097
68 H -1.326 -3.633 2.715
69 H 0.121 -2.200 4.323
70 H -0.823 -2.886 5.622
71 H 1.673 -4.264 1.822
72 H 2.489 -2.975 2.682
73 H 0.747 -2.869 2.418
74 H -5.594 -0.607 2.191
75 H -4.961 2.004 0.800
76 H -5.255 0.545 -0.111
77 H -7.329 1.937 0.315
78 H -7.240 1.428 1.993
79 H -8.264 -0.079 -0.281
80 H -6.955 -0.979 0.460
81 H -9.429 0.081 1.871
82 H -8.071 -0.671 2.695
83 H -9.140 -2.139 0.460
84 H -10.086 -2.095 1.767
85 H -4.790 -0.870 4.344
86 H -6.073 0.140 4.421
87 H -5.948 2.323 4.570
88 C 2.261 1.542 -6.631
89 C 2.826 1.310 -5.243
90 O 2.215 0.191 -4.604
91 H 1.182 1.707 -6.574
92 H 2.722 2.414 -7.100
93 H 2.442 0.671 -7.262
94 H 2.632 2.164 -4.594
95 H 3.910 1.164 -5.293
96 H 2.388 -0.584 -5.148
97 C 4.871 -2.402 5.979
98 C 3.670 -2.366 6.906
99 O 2.445 -2.326 6.183
100 H 4.868 -1.531 5.321
101 H 5.804 -2.409 6.546
102 H 4.845 -3.298 5.353
103 H 3.685 -1.467 7.521
104 H 3.678 -3.233 7.576
105 H 2.410 -3.126 5.648
106 C -8.059 0.870 8.066
107 C -7.193 0.492 6.881
108 O -7.885 0.675 5.639
109 H -8.978 0.284 8.072
110 H -7.528 0.696 9.003
111 H -8.334 1.926 8.024
112 H -6.931 -0.564 6.919
113 H -6.261 1.064 6.877
114 H -8.150 1.599 5.579
115 C 3.110 -1.861 -10.544
116 C 3.995 -0.925 -9.748
117 O 3.627 -0.908 -8.368
118 H 2.071 -1.563 -10.415
119 H 3.355 -1.829 -11.606
120 H 3.218 -2.893 -10.198
121 H 3.866 0.099 -10.095
122 H 5.052 -1.189 -9.854
123 H 3.737 -1.800 -8.021
124 C -3.170 3.289 -4.909
125 C -2.571 2.800 -3.604
126 O -1.670 1.711 -3.801
127 H -3.692 2.478 -5.418
128 H -3.874 4.104 -4.735
129 H -2.386 3.657 -5.576
130 H -3.352 2.422 -2.944
131 H -2.056 3.618 -3.094
132 H -0.954 2.011 -4.372
133 C -1.596 0.734 -9.282
134 C -0.398 -0.156 -9.553
135 O 0.541 0.457 -10.433
136 H -2.096 0.995 -10.215
137 H -2.312 0.234 -8.628
138 H -1.285 1.663 -8.797
139 H -0.709 -1.076 -10.047
140 H 0.095 -0.428 -8.614
141 H 0.849 1.267 -10.014
142 C -0.760 5.908 -0.344
143 C -0.390 6.393 -1.733
144 O -1.335 5.975 -2.718
145 H -0.841 4.821 -0.325
146 H -0.012 6.213 0.388
147 H -1.724 6.319 -0.034
148 H 0.565 5.971 -2.044
149 H -0.295 7.484 -1.748
150 H -2.192 6.341 -2.479
151 C 11.817 -1.853 1.164
152 C 10.541 -1.892 1.984
153 O 9.375 -1.926 1.168
154 H 11.815 -0.987 0.501
155 H 12.694 -1.797 1.809
156 H 11.907 -2.748 0.545
157 H 10.450 -0.992 2.591
158 H 10.550 -2.753 2.662
159 H 9.414 -2.720 0.624

Computed properties:
HOMO energy, eV: -9.3
Multiplicity: 1
E_tot, eV: -96442.207
Frontier orbital gap, eV: 9.756



# 2
# C42H102F6N5O11P

A cluster of 8 separate species, C42H102F6N5O11P in total at a distorted geometry (ωB97M-V/def2-TZVPD, OMol25).

Atoms and positions in Å:
1 C 1.092 -1.739 -4.371
2 C 0.366 -2.373 -3.134
3 N -1.082 -1.901 -2.811
4 C -1.342 -2.524 -1.387
5 C -1.047 -0.364 -2.686
6 C -2.358 0.279 -2.229
7 C -2.122 -2.270 -3.934
8 C -2.215 -3.800 -4.124
9 O -1.312 -4.301 -5.148
10 C -1.731 -5.304 -5.914
11 H 1.193 -0.669 -4.187
12 H 0.575 -1.925 -5.313
13 H 2.128 -2.064 -4.466
14 H 1.049 -2.142 -2.317
15 H 0.267 -3.448 -3.285
16 H -1.219 -3.600 -1.517
17 H -2.328 -2.253 -1.009
18 H -0.465 -2.170 -0.845
19 H -0.753 0.050 -3.650
20 H -0.256 -0.001 -2.030
21 H -2.276 1.365 -2.184
22 H -2.716 -0.133 -1.286
23 H -3.153 0.047 -2.937
24 H -1.703 -1.863 -4.855
25 H -3.091 -1.895 -3.606
26 H -3.263 -3.980 -4.362
27 H -1.982 -4.375 -3.227
28 H -2.408 -4.933 -6.684
29 H -2.125 -6.048 -5.222
30 H -0.917 -5.748 -6.488
31 C -4.014 2.215 2.538
32 C -3.997 0.696 2.932
33 N -5.093 -0.185 2.226
34 C -4.772 -0.241 0.652
35 C -4.967 -1.675 2.826
36 C -3.548 -2.314 2.706
37 C -6.627 0.386 2.357
38 C -7.200 0.468 3.723
39 O -6.550 1.429 4.508
40 C -6.998 1.566 5.868
41 H -3.325 2.824 3.123
42 H -5.007 2.664 2.559
43 H -3.600 2.346 1.538
44 H -4.152 0.515 3.995
45 H -3.064 0.231 2.610
46 H -3.714 -0.493 0.570
47 H -5.146 0.703 0.257
48 H -5.394 -1.072 0.319
49 H -5.739 -2.264 2.330
50 H -5.206 -1.525 3.879
51 H -3.577 -3.271 3.226
52 H -2.765 -1.737 3.197
53 H -3.106 -2.490 1.725
54 H -7.257 -0.264 1.750
55 H -6.600 1.280 1.734
56 H -7.050 -0.530 4.135
57 H -8.275 0.649 3.709
58 H -7.979 1.994 6.073
59 H -6.198 2.010 6.460
60 H -6.906 0.528 6.188
61 C 5.414 0.274 2.727
62 C 4.497 -0.093 1.535
63 N 5.094 0.033 0.118
64 C 5.502 1.522 -0.063
65 C 6.207 -1.067 -0.085
66 C 5.750 -2.555 -0.007
67 C 3.952 -0.277 -0.925
68 C 4.280 -0.283 -2.389
69 O 4.577 0.949 -2.910
70 C 4.635 0.981 -4.323
71 H 6.084 -0.514 3.072
72 H 4.884 0.725 3.566
73 H 6.107 1.069 2.452
74 H 3.634 0.558 1.403
75 H 4.161 -1.119 1.687
76 H 4.662 2.196 0.105
77 H 5.803 1.772 -1.080
78 H 6.429 1.664 0.492
79 H 7.056 -0.891 0.576
80 H 6.769 -0.873 -0.998
81 H 6.548 -3.289 -0.112
82 H 4.996 -2.822 -0.747
83 H 5.253 -2.925 0.890
84 H 3.106 0.365 -0.680
85 H 3.630 -1.283 -0.657
86 H 3.513 -0.825 -2.942
87 H 5.133 -0.885 -2.704
88 H 4.636 1.905 -4.900
89 H 3.723 0.535 -4.721
90 H 5.441 0.407 -4.780
91 C -1.327 -2.505 6.195
92 C -0.326 -1.519 6.914
93 N 0.535 -0.636 5.914
94 C 1.461 0.362 6.735
95 C 1.431 -1.658 5.115
96 C 2.622 -1.055 4.492
97 C -0.238 0.118 4.863
98 C -1.215 1.204 5.414
99 O -2.229 0.734 6.254
100 C -3.178 1.754 6.695
101 H -1.860 -3.099 6.938
102 H -0.922 -3.064 5.352
103 H -2.074 -1.917 5.662
104 H 0.452 -1.999 7.507
105 H -1.028 -0.892 7.465
106 H 1.643 1.113 5.966
107 H 2.346 -0.055 7.216
108 H 0.849 0.856 7.491
109 H 0.835 -2.192 4.375
110 H 1.645 -2.445 5.838
111 H 3.242 -0.496 5.192
112 H 2.316 -0.417 3.662
113 H 3.221 -1.910 4.180
114 H -0.847 -0.680 4.437
115 H 0.360 0.617 4.101
116 H -1.707 1.752 4.611
117 H -0.571 1.939 5.896
118 H -2.606 2.422 7.340
119 H -3.986 1.357 7.309
120 H -3.663 2.330 5.908
121 C 2.687 4.405 -7.108
122 C 1.178 4.551 -6.670
123 N 0.407 3.239 -6.410
124 C -0.844 3.591 -5.636
125 C -0.012 2.550 -7.775
126 C -0.839 1.256 -7.735
127 C 1.214 2.318 -5.481
128 C 1.451 2.813 -4.049
129 O 0.483 2.416 -3.179
130 C 0.752 2.693 -1.876
131 H 3.190 5.347 -7.327
132 H 2.822 3.856 -8.040
133 H 3.328 3.909 -6.380
134 H 0.529 4.988 -7.429
135 H 1.156 5.238 -5.823
136 H -0.652 4.198 -4.751
137 H -1.233 2.710 -5.126
138 H -1.672 4.073 -6.156
139 H 0.920 2.428 -8.328
140 H -0.578 3.411 -8.130
141 H -1.207 0.981 -8.724
142 H -1.652 1.327 -7.013
143 H -0.173 0.426 -7.501
144 H 2.229 2.236 -5.869
145 H 0.722 1.348 -5.549
146 H 1.485 3.889 -3.878
147 H 2.315 2.254 -3.689
148 H 0.954 3.760 -1.775
149 H 1.592 2.093 -1.526
150 H -0.215 2.412 -1.459
151 O 0.700 0.512 0.399
152 C -0.291 0.604 1.311
153 O -1.006 -0.391 1.233
154 O -0.466 1.635 1.998
155 H 0.649 -0.414 0.649
156 O 1.938 3.167 1.993
157 C 2.697 3.220 3.043
158 O 3.722 3.875 3.071
159 O 2.253 2.592 4.046
160 H 1.161 2.641 2.196
161 P 2.105 -3.991 1.051
162 F 3.459 -4.682 0.501
163 F 2.122 -2.985 -0.256
164 F 1.154 -4.937 0.099
165 F 0.807 -3.181 1.686
166 F 1.961 -5.049 2.291
167 F 3.063 -2.971 1.943

Computed properties:
ΔE to the lowest compared entry with this formula, charge and spin, eV: 0.000
HOMO energy (alpha / beta), eV: -4.0 / -7.7
Multiplicity: 2
E_tot, eV: -100762.473
Charge: +1
Frontier orbital gap (alpha / beta), eV: 2.349 / 6.056
⟨S²⟩: 0.75